# 1
This record from the Open Molecules 2025 dataset describes 16 unconnected molecules or ions with the total composition C19H66F3N30O17 at a distorted geometry. The level of theory is ωB97M-V with the def2-TZVPD basis set.

The calculation puts the HOMO-LUMO gap at 7.71 eV. The LUMO energy comes out at 1.241 eV. The calculation puts the relative energy (zero: lowest compared OMol25 entry of this formula, charge and spin) at 2.274 eV.

```
! RIJCOSX wB97M-V def2-TZVPD def2/J DEFGRID3
* xyz -1 1
N -5.6535 -3.4120 -1.2424
C -5.3987 1.0568 -2.3289
H -6.3408 -0.5860 -1.6256
N 3.4417 3.8317 0.4820
N -1.1658 -5.3909 2.7562
H -6.5960 -3.3987 -1.5792
N 1.8414 -1.2380 5.3514
H -0.8144 4.2717 1.6952
C 5.6902 1.8992 2.6952
H 0.7270 3.1752 -1.7328
C -5.2814 -3.2312 0.0543
H -1.8186 -0.7756 -2.1759
C 0.9877 3.4021 4.2256
N 0.4019 1.0586 -3.5796
H 5.3636 1.1917 4.6291
H 5.6070 0.3384 1.3083
N -1.1865 -3.1035 2.4376
N -6.2401 -0.0133 -2.4474
C 0.7785 0.1384 -4.4930
H 1.6793 -1.5459 4.4068
C 4.2617 4.0329 -0.5689
H -2.8673 -2.1794 -3.8736
H -0.5334 -1.8430 -0.4049
O 4.6957 -2.0065 2.6445
H 5.2894 2.9062 -1.8738
O 0.9072 -1.0590 7.4175
C -3.8943 2.3637 2.1906
C -1.3104 -4.0795 -2.3702
C 3.8457 -2.8325 2.9704
H 3.0649 2.9439 0.7624
H -2.8936 1.0760 0.7794
C -0.5444 -4.2796 2.3011
H -2.3773 0.4610 -1.2596
H 5.3716 -0.8031 -1.4926
H -5.0247 -2.9495 -7.1093
H 1.9282 5.1788 3.7123
H 3.8372 -0.2426 -2.0656
H 0.4407 5.2586 4.6203
O -1.5835 6.6446 -0.1157
H 0.1894 1.9577 -3.9748
N -1.3687 4.6589 0.9472
H -2.7430 -1.2850 -0.7981
H 3.9785 2.0564 -0.9770
C -2.0064 -0.5548 -1.1221
H -4.9523 -3.6616 -1.9243
O -0.0214 2.9323 4.7384
H 3.2706 4.5576 1.1536
H 2.6409 -0.6958 5.6317
H 2.4366 -0.7841 -4.7146
C 1.5456 0.0926 -0.3097
N 2.5020 -2.6109 2.7846
N -5.0997 2.0916 1.6751
N -0.2925 -4.2437 -1.4798
C 0.9006 -1.5267 6.2829
H -2.1606 -3.0784 2.6880
O 0.6403 -4.2707 1.9297
H 0.5042 -4.8189 -1.6752
N -2.8851 1.6831 1.5767
H 1.9773 -3.4521 2.5008
H 2.0894 1.6818 4.1399
H -4.7212 2.6290 -3.4848
C -0.7966 -0.7880 -0.2722
N 4.1109 -4.0626 3.4763
H 6.7028 -1.9917 -4.3269
O -6.1167 -3.0044 0.9268
O -1.7672 4.5927 -3.0514
O -2.3241 -3.4042 -2.1993
H 0.6018 0.8134 -2.6204
N -5.3272 1.8283 -3.4403
C -3.6922 -2.5817 -5.6290
N 6.1802 -1.9464 -3.4681
N -3.9491 -3.3989 0.2526
C -1.0692 3.8442 -2.3824
N 0.2841 3.9360 -2.2165
N 4.7121 -0.7495 -2.2460
H -6.6618 -0.2974 -3.3092
N 1.7269 -0.7337 -3.9981
H -1.0036 -0.6282 0.7883
H -3.3677 -3.0905 -0.5160
F 0.8239 1.7210 1.3945
N 1.0858 4.7447 4.0457
N -1.1136 -4.8294 -3.4829
H 2.9210 3.1924 3.7817
H 1.0620 5.5461 1.2800
H -5.3236 -1.5474 -6.1015
H -1.0562 2.3968 -0.8532
H 2.2372 -1.7004 2.4492
H 1.9914 -0.9011 -0.1100
N -0.0450 -2.3738 5.7914
N 2.0788 2.6498 3.8791
H -0.9714 -2.1568 6.1206
H 6.0409 -2.8161 -2.9861
C 5.1113 -1.0656 -3.4927
O -2.8142 -3.3753 -5.9895
H 0.1841 -3.1268 5.1745
H -5.8081 1.5269 -4.2670
O -4.7920 1.3482 -1.3066
O 5.9913 3.0528 2.9436
H -0.2354 -3.7548 -0.6046
O 4.4942 -0.8554 -4.5345
N -1.5906 2.8951 -1.5407
H 1.9706 -0.6330 -3.0276
H 5.0237 0.0581 3.3234
H -1.9334 -5.4514 3.4013
H 5.1218 1.8463 0.7177
F 0.8919 -0.2781 2.0375
H 5.0336 -4.1723 3.8643
F 2.7234 0.7278 1.7594
O 0.2763 -0.1105 -0.9135
H -2.4612 2.4588 -1.7957
H -0.7757 -2.2748 2.0421
N -3.5390 -1.7881 -4.5153
C 1.5399 0.5830 1.1710
H -5.1825 1.6303 0.7878
N 5.4466 1.3092 1.5020
O -3.6946 3.2076 3.0603
H -5.8425 2.6539 2.0535
H 0.6382 7.0791 0.5621
N 4.5982 2.8436 -1.1471
C -0.8804 5.8722 0.5237
O 0.6387 0.2601 -5.7158
N 5.3595 0.9491 3.6539
H -4.4435 -1.5026 -4.1772
O 2.3515 0.7687 -1.1925
H 3.3711 -4.5853 3.9089
H -1.7539 -4.9172 -4.2566
N 0.3765 6.1729 0.9154
N -4.8515 -2.4164 -6.2766
H 0.7385 4.7253 -2.6414
H -2.3309 4.3951 0.8520
O 4.6505 5.1206 -0.9917
H -3.7007 -3.2757 1.2179
H -0.3186 -5.4309 -3.5959
H -0.5837 -6.2128 2.7525
H -2.0334 1.8609 2.0919
*
```

***

# 2
This record from the Open Molecules 2025 dataset describes 14 unconnected molecules or ions with the total composition C19H66N10O14 at a distorted geometry. The level of theory is ωB97M-V with the def2-TZVPD basis set.

The calculation puts the HOMO-LUMO gap at 6.86 eV. The LUMO energy comes out at -0.578 eV. The calculation puts the relative energy (zero: lowest compared OMol25 entry of this formula, charge and spin) at 0.844 eV.

```
! RIJCOSX wB97M-V def2-TZVPD def2/J DEFGRID3
* xyz 0 1
N 4.1003 1.1318 -0.1941
O -0.3827 -0.7112 -0.6851
H 3.3323 3.5558 -1.9531
H -2.1647 -5.2422 0.9609
C 3.1753 3.7398 1.3809
C -2.5007 -1.2682 3.3099
H -0.2777 0.9718 -6.5351
H 1.6123 -0.6152 2.2859
H -1.1287 -0.2352 2.1469
O 3.5403 -0.9732 0.6959
H -6.9057 0.1898 2.5849
N -1.7067 -4.3612 0.6729
H -1.1657 -0.1862 -0.6821
H 2.7533 3.2038 -3.6211
H -3.0477 -2.5962 4.6659
C 0.2743 0.7638 -4.3911
H -1.2897 1.6948 3.3039
C -0.8417 -4.5742 -0.3071
N 4.2633 3.4048 2.0339
H 0.3013 -0.7072 4.6319
O 2.2123 2.8258 0.9519
O -2.9657 2.9618 0.7419
O -0.3687 -5.8992 -0.4401
H 2.9313 0.1408 3.1049
H -0.9077 2.8168 1.1479
C 1.3793 -0.5762 4.4549
O 1.1883 1.3278 3.0649
H 0.7073 -3.1862 0.5299
H -3.0567 -2.3912 -2.6211
H -2.0667 3.2528 3.1999
O 2.9803 1.6238 -2.5241
H -4.1647 -0.8292 1.1099
H 0.4233 -5.5582 2.9069
H 1.5233 -1.5712 -2.8971
H -1.8637 1.2038 0.9649
H -1.5007 0.2698 -5.4591
N 3.1323 5.0288 1.1119
H 4.4263 2.4028 2.1999
N 0.3453 -4.6612 2.3659
H -4.2837 -1.6682 -1.6441
C -3.2387 -1.5952 -1.8951
O 1.5623 0.8508 -4.7281
H -2.1617 -3.4932 0.9359
H -0.4967 -1.7652 2.4729
H 3.2603 1.4678 0.2579
H -5.8737 -1.2022 2.4349
H 0.4353 3.1128 -2.1161
H 1.6303 -0.2962 -0.6461
O 2.6273 -4.4602 2.9219
H 4.8873 1.8388 -0.3701
C 1.8213 0.0528 3.1249
H 0.2003 0.0958 -3.5371
H 0.0243 -2.4042 -3.3521
H 3.8743 5.7788 1.2859
H 1.4383 1.7538 2.2439
C -1.4457 -1.2582 2.2719
C -5.2407 0.7128 1.6899
H 1.3723 -2.5992 -4.3631
C -1.8707 2.2748 1.3179
C 1.5033 -4.0742 2.1349
O -2.8807 -2.5722 3.7329
H -0.4197 4.6498 -2.4411
H -2.1277 -0.8302 4.2329
H -0.6457 -2.5302 -0.6731
H -3.7737 0.1858 -3.1411
H -3.0497 1.6868 2.9009
H -3.6627 0.7268 0.4399
N 1.4893 -3.0922 1.2079
C 3.4083 2.8988 -2.8341
H 5.8043 0.0458 -1.2421
C -0.5687 3.6798 -2.0061
H -0.7147 3.7468 -0.9571
H 3.5023 1.3258 -1.7391
H -1.9147 -1.5952 1.3279
H 2.3273 -2.5372 0.8859
H 1.6873 -0.0302 5.3409
N -4.2667 0.1748 1.0189
N 5.5803 -0.4492 -0.4121
H -2.7067 1.6348 -1.8611
H 4.6513 4.0848 2.6759
H -0.4877 -4.4532 1.7109
H 2.5123 5.2948 0.3789
H -2.0987 -0.2132 -3.1031
H 4.4013 2.9608 -3.1661
C -2.0557 2.2488 2.7969
H -2.1787 3.6638 -2.9241
H 0.5153 -3.7512 -1.4071
H -3.8037 2.6268 1.0589
N -0.2657 -3.5232 -0.7191
C 4.4063 -0.1142 0.0819
O -2.8457 0.7638 -1.4321
O 1.6043 -3.7162 -2.6121
C 0.6713 0.2468 -0.5751
H 1.7053 -1.5892 4.4839
C -2.9727 -0.1552 -2.4941
H -2.5957 -1.8272 -1.0141
O -5.4847 2.0658 1.7519
H 5.5973 -1.4272 -0.6611
H -3.4027 -0.7282 3.0769
O -1.6357 2.9658 -2.5591
H 2.1063 0.9788 -3.9381
H 0.6143 1.0208 -1.3651
H 0.0203 -0.6872 -5.9461
C -0.4257 0.3068 -5.6691
N -6.0007 -0.2142 2.2889
H 0.6363 0.8328 0.3279
H 2.4513 -3.4552 -2.2311
H -0.1637 1.6948 -3.9131
C 1.1343 -2.5162 -3.3431
*
```